(1)
Molecular formula: C29H49AuGe2O5Si
Method: DFT, ωB97M-V/def2-TZVPD

Geometry as XYZ:
```
87
Properties=species:S:1:pos:R:3:forces:R:3
Au -0.267663 0.107503 -0.373242 -0.1 -0.2 0.3
C -4.101449 5.149009 1.780640 0.0 0.0 0.0
C -2.798884 4.363025 1.663326 0.0 0.0 -0.1
C -1.921503 4.936832 0.556820 0.0 0.0 0.0
C -2.039310 4.371445 2.980526 0.0 0.1 0.1
O -3.140149 3.004362 1.406000 0.0 0.0 0.1
Si -3.154508 2.108800 0.023897 0.0 -0.3 -0.1
O -1.754659 1.532150 -0.413807 0.0 0.4 -0.1
O -3.828928 3.079614 -1.128727 -0.1 0.1 0.0
C -4.561907 2.748504 -2.301381 0.1 -0.1 0.0
C -6.030855 2.572570 -1.925215 0.0 0.0 0.0
C -4.014209 1.473649 -2.940429 0.0 0.0 0.0
C -4.388119 3.927135 -3.252159 0.0 0.0 0.0
O -4.293803 0.926244 0.282886 0.0 0.1 0.1
C -4.461344 0.065050 1.404675 0.0 0.0 -0.1
C -5.313981 0.782828 2.448393 0.0 0.0 0.0
C -5.187402 -1.168529 0.881094 0.0 0.0 0.0
C -3.116902 -0.334100 1.999974 0.0 0.0 0.0
H -3.903267 6.216263 1.908098 0.0 0.0 0.0
H -4.684299 4.796053 2.634333 0.0 0.0 0.0
H -4.693069 5.006877 0.874378 0.0 0.0 0.0
H -1.580863 5.937827 0.831275 0.0 0.0 0.0
H -2.467656 4.992355 -0.385346 0.0 0.0 0.0
H -1.044055 4.306561 0.410698 0.1 0.0 0.0
H -1.819263 5.393785 3.299290 0.0 0.0 0.0
H -1.100205 3.835304 2.862667 0.1 -0.1 0.0
H -2.628773 3.876649 3.755644 0.0 0.0 0.0
H -6.127030 1.769031 -1.194773 0.0 0.0 0.0
H -6.632154 2.329402 -2.805124 0.0 0.0 0.0
H -6.414404 3.493720 -1.481136 0.0 0.0 0.0
H -4.124221 0.627024 -2.262135 0.0 0.0 0.0
H -2.953312 1.593929 -3.166271 0.0 0.0 0.0
H -4.551694 1.255205 -3.866699 0.0 0.0 0.0
H -4.732238 4.845014 -2.771647 0.0 0.0 0.0
H -4.958895 3.775766 -4.171431 0.0 0.0 0.0
H -3.333649 4.046287 -3.506237 0.0 0.0 0.0
H -6.305969 0.994275 2.042424 0.0 0.0 0.0
H -4.842535 1.725789 2.724128 0.0 0.0 0.0
H -5.426860 0.165377 3.343418 0.0 0.0 0.0
H -6.137223 -0.877115 0.428307 0.0 0.0 0.0
H -5.385710 -1.876662 1.688975 0.0 0.0 0.0
H -4.579591 -1.663366 0.121672 0.0 0.0 0.0
H -2.601417 0.540275 2.397713 0.0 0.1 0.0
H -2.479511 -0.783663 1.236738 0.0 0.0 0.0
H -3.259143 -1.053212 2.810226 0.0 0.0 0.0
C 0.212832 1.119442 4.499194 0.0 0.0 0.0
Ge 1.843158 0.571943 3.547461 -0.2 -0.2 0.0
C 1.949356 -1.380786 3.749400 0.0 0.0 0.0
C 3.336471 1.338650 4.585141 0.0 0.0 0.0
Ge 1.651687 1.018078 1.160035 0.1 0.2 -0.2
C 1.757705 2.976196 0.847628 0.0 0.0 0.0
C 1.591456 3.481351 -0.444684 0.0 0.0 0.0
C 1.703150 4.838250 -0.711965 0.0 0.0 0.0
C 1.965086 5.732197 0.318386 0.0 0.0 0.0
C 2.108564 5.256238 1.612881 0.0 0.0 0.0
C 2.005863 3.893216 1.868800 0.0 0.0 0.0
C 3.337716 0.389863 0.328708 0.0 0.0 0.0
C 4.408227 -0.106873 1.069503 0.0 0.0 0.0
C 5.575723 -0.546156 0.454936 0.0 0.0 0.0
C 5.697809 -0.495244 -0.925287 0.0 0.0 0.0
C 4.642629 -0.003590 -1.683403 0.0 0.0 0.0
C 3.480128 0.426831 -1.060283 0.0 0.0 0.0
H 0.157969 0.583238 5.449835 0.0 0.0 0.0
H -0.673596 0.883662 3.915123 -0.1 0.0 -0.1
H 0.205187 2.189744 4.705623 0.0 0.0 0.0
H 1.790482 -1.659063 4.794262 0.0 0.0 0.0
H 2.915036 -1.769348 3.423371 0.0 0.0 0.0
H 1.186143 -1.852628 3.129802 0.0 0.0 0.0
H 3.235758 0.979700 5.612429 0.0 0.0 0.0
H 3.306317 2.428694 4.595517 0.0 0.0 0.0
H 4.308623 1.029390 4.200826 0.0 0.0 0.0
H 1.349414 2.804307 -1.257195 0.0 0.0 0.0
H 1.565603 5.201858 -1.723615 0.0 0.0 0.0
H 2.041849 6.793548 0.114601 0.0 0.0 0.0
H 2.300394 5.945669 2.427174 0.0 0.0 0.0
H 2.124632 3.545045 2.889855 0.0 0.0 0.0
H 4.341776 -0.161159 2.150475 0.0 0.0 0.0
H 6.389657 -0.931544 1.058355 0.0 0.0 0.0
H 6.603798 -0.841364 -1.408118 0.0 0.0 0.0
H 4.722951 0.037143 -2.763662 0.0 0.0 0.0
H 2.660048 0.788862 -1.672144 0.0 0.0 0.0
C 0.733218 -2.302400 -1.898776 0.0 0.0 0.0
C 0.746306 -1.640660 -0.526023 0.1 0.0 -0.1
O 1.317595 -2.200359 0.385018 -0.1 0.0 0.1
H 1.151777 -3.310160 -1.839541 0.0 0.0 0.0
H 1.333730 -1.689623 -2.577051 0.0 0.0 0.0
H -0.280840 -2.323052 -2.300856 0.0 0.0 0.0
```
Positions in Å, forces in eV/Å.

HOMO-LUMO gap (alpha / beta), eV: 5.9 / 7.5
2S+1: 2
Charge: -1

***

(2)
Molecular formula: C29H49B2Br2O9P
Method: DFT, ωB97M-V/def2-TZVPD

Geometry as XYZ:
```
92
Properties=species:S:1:pos:R:3:forces:R:3
C 1.390583 -3.618328 0.443990 7.3 5.0 -5.1
C 2.536025 -2.993296 -0.134275 -7.8 -3.5 3.3
C 3.772116 -2.153842 -0.881830 -1.2 -0.8 0.5
C 3.051736 -1.299649 -2.103860 -1.5 2.1 -1.8
C 3.307847 -1.610624 -3.717867 -2.6 3.1 1.5
Br 4.618769 -3.101632 -4.185234 -1.8 2.0 0.5
C 2.546406 -0.717422 -4.902365 0.2 0.0 4.1
C 2.884247 -1.052425 -6.471162 0.8 0.2 0.0
B 1.758668 -2.011657 -7.223972 -1.7 -0.6 -0.4
O 1.788534 -3.486335 -7.283752 -0.9 3.5 -1.9
O 0.630376 -1.281766 -7.891747 1.1 -1.7 2.4
C 1.494104 0.479890 -4.395306 1.7 -1.9 2.0
B 0.740180 1.316525 -5.604448 -2.0 0.1 -0.7
C 1.504391 2.516241 -6.492384 0.8 -0.2 0.4
O -0.690670 0.934933 -5.866470 2.4 2.6 0.6
C 1.204648 0.834193 -2.821213 2.7 -3.0 -0.2
C 2.013633 -0.063840 -1.664972 0.3 -0.4 -2.8
C 1.728084 0.357319 -0.080951 2.6 -0.2 3.2
O 2.619608 0.262255 0.908011 -5.3 0.4 -6.2
C 0.192799 0.944590 0.255247 -0.5 1.8 -3.5
P -0.377538 0.493258 2.018023 -0.1 -0.1 0.3
C -2.277161 0.082981 2.126427 -0.6 -0.5 1.0
C 0.003332 2.086222 3.095122 1.0 0.1 -0.2
C 1.380652 1.670759 3.948668 -0.3 0.6 -0.2
C -0.518703 1.714038 -0.775155 1.7 -1.8 1.8
C -2.025320 2.274357 -0.556815 -0.4 0.6 -3.8
Br -2.379679 3.458961 1.001015 0.3 -0.7 -0.6
C -3.236903 1.163662 -0.883838 1.3 -0.6 -0.7
C -3.726971 1.319562 -2.475507 0.2 -1.4 0.6
C 0.228118 2.018190 -2.244985 -0.9 4.2 -1.7
O 0.023802 3.222326 -2.840422 1.3 -7.8 3.3
H 0.249350 -3.945941 0.562871 3.4 0.6 -0.1
H 4.339326 -1.454792 -0.108847 -1.6 -1.4 -1.7
H 4.533935 -2.963054 -1.248149 -1.6 1.7 0.3
H 2.982879 -0.037800 -7.091589 -0.4 -2.1 1.5
H 3.927469 -1.610755 -6.623407 -2.1 1.3 1.0
H 1.225453 -3.710341 -8.105789 1.0 0.4 2.0
H -0.154601 -1.283930 -7.268166 1.2 0.1 -1.1
H 1.699987 2.175594 -7.619133 -0.6 0.8 2.4
H 2.573994 2.664015 -5.984247 -2.3 0.0 -1.2
H 0.905239 3.540949 -6.463971 1.3 -2.2 -0.1
H -1.210993 1.746090 -6.171448 1.2 -1.7 0.2
H -2.336036 -0.664862 3.058570 0.3 1.6 -2.0
H -2.663402 -0.545216 1.219107 0.7 1.5 1.7
H -2.937212 0.993464 2.430952 1.0 -1.7 -1.0
H 0.265981 3.000027 2.389352 -0.8 -1.9 1.6
H -0.909014 2.322522 3.788732 1.7 -0.4 -1.4
H 1.125292 1.593088 5.089646 0.7 0.0 -2.3
H 2.133949 2.554800 3.804801 -1.3 -1.8 0.4
H 1.864254 0.680751 3.511329 -1.1 2.1 1.0
H -2.187722 3.035792 -1.471640 0.7 -1.5 2.3
H -2.673698 0.111327 -0.857480 -1.6 2.2 0.3
H -4.127365 1.229652 -0.127069 1.9 -0.2 -1.5
H -4.740610 1.892490 -2.588521 2.2 -0.9 0.2
H -3.886583 0.197192 -2.849795 0.2 2.5 0.7
H -2.842205 1.745843 -3.115251 -1.9 -0.6 1.2
C 1.134860 -8.192846 1.934918 0.2 -0.1 0.0
C 0.670064 -6.773004 2.184446 0.0 -0.3 0.1
O -0.038651 -6.288811 1.053243 -0.6 0.1 -0.3
H 1.780793 -8.236677 1.051970 0.0 0.1 0.2
H 1.687089 -8.579442 2.796123 -0.1 0.0 -0.1
H 0.282040 -8.850842 1.738597 0.0 0.0 0.1
H 1.526391 -6.114804 2.358409 -0.2 0.1 -0.2
H 0.013190 -6.722930 3.058328 0.1 0.0 0.1
H -0.801760 -6.875195 0.912399 0.4 0.3 0.1
C 1.835810 4.356481 8.560859 -0.1 0.2 0.1
C 1.633304 2.914276 8.144582 0.3 0.2 0.1
O 2.269762 2.675373 6.897911 0.3 -0.1 -0.1
H 1.427819 5.035905 7.805428 0.0 -0.1 0.1
H 1.347185 4.558322 9.518248 0.1 0.0 -0.1
H 2.902160 4.586861 8.653715 -0.1 -0.1 0.1
H 0.567618 2.694384 8.031683 0.2 -0.1 -0.2
H 2.050158 2.228729 8.888841 -0.2 0.0 0.2
H 3.216903 2.865418 7.011163 -0.5 -0.1 -0.1
C -3.696728 7.152535 3.553550 -0.1 0.2 -0.1
C -3.365595 6.364425 4.803944 0.1 -0.1 -0.4
O -3.892054 5.049580 4.702138 0.0 -0.4 -0.1
H -4.780460 7.202559 3.406000 0.1 0.0 0.1
H -3.301657 8.170303 3.618017 0.0 -0.1 -0.1
H -3.276675 6.666737 2.666784 0.1 0.1 0.1
H -3.805553 6.841233 5.684783 0.0 -0.2 -0.1
H -2.283183 6.298937 4.951445 0.0 0.2 0.1
H -3.488720 4.631946 3.921803 -0.2 0.2 0.4
C -1.212629 -5.268794 -2.277137 0.1 -0.2 -0.2
C -1.727241 -3.846921 -2.189377 0.1 -0.3 0.2
O -2.992945 -3.828067 -1.545963 -0.3 0.1 0.4
H -1.915090 -5.898610 -2.832681 0.1 0.2 0.0
H -0.239339 -5.301242 -2.774870 0.0 -0.1 0.1
H -1.112900 -5.707053 -1.278748 0.2 0.1 -0.1
H -1.846234 -3.420378 -3.189721 -0.2 0.0 0.2
H -1.036430 -3.213698 -1.624160 0.2 0.0 -0.2
H -2.874688 -4.201039 -0.655500 -0.1 0.2 -0.5
```
Positions in Å, forces in eV/Å.

SMILES: C#CCc1c(Br)c(CB(O)O)c(B(C)O)c2c1C(=O)C(P(C)CC)=C([C@H](Br)CC)C2=O.CCO.CCO.CCO.CCO
HOMO-LUMO gap, eV: 6.3